Below is a 2-piece molecular cluster, C4H8O3 overall in a non-equilibrium geometry, with properties calculated with ωB97M-V/def2-TZVPD.

For the frontier orbital gap, the calculation gives 10.97 eV. The calculation puts the HOMO energy at -10.08 eV. The relative energy (zero: lowest compared OMol25 entry of this formula, charge and spin) is 50.2 kcal per mole. The electronic energy is -382.88488 Ha. For the largest force on an atom, the calculation gives 1.30 eV/Å.

Geometry as ORCA input:
```
! wB97M-V def2-TZVPD RIJCOSX def2/J DEFGRID3
* xyz 0 1
C -2.09 -0.22 0.25
O -0.77 0.21 0.01
C -0.35 1.55 -2.12
O -1.44 1.73 -2.39
C 0.30 -0.48 0.63
C 1.64 0.04 0.09
O 2.66 -0.64 0.80
H -2.28 -1.24 -0.13
H -2.40 -0.17 1.30
H -2.75 0.47 -0.31
H 0.29 -0.33 1.71
H 0.26 -1.57 0.43
H 1.72 -0.15 -0.99
H 1.70 1.13 0.24
H 3.51 -0.34 0.46
*
```

Below is C54H56CsGeN8O6PSe2 as an isolated structure in a non-equilibrium geometry, with properties calculated with ωB97M-V/def2-TZVPD.

For the frontier orbital gap, the calculation gives 6.21 eV. The calculation puts the HOMO energy at -2.59 eV. The relative energy (zero: lowest compared OMol25 entry of this formula, charge and spin) is 15.0 kcal per mole. The electronic energy is -10222.27884 Ha. For the largest force on an atom, the calculation gives 1.93 eV/Å.

Geometry as ORCA input:
```
! wB97M-V def2-TZVPD RIJCOSX def2/J DEFGRID3
* xyz -2 1
Cs -0.29 -0.65 -0.04
Se -3.43 -2.54 3.48
P -2.43 -4.14 2.44
Se -1.40 -3.69 0.64
C -3.71 -5.43 2.14
C -4.25 -6.15 3.20
C -5.25 -7.08 2.99
C -5.74 -7.29 1.71
C -5.22 -6.58 0.64
C -4.20 -5.65 0.86
C -1.32 -5.03 3.59
C -0.95 -4.49 4.81
C -0.06 -5.18 5.63
C 0.45 -6.41 5.24
C 0.08 -6.95 4.01
C -0.79 -6.26 3.18
H -3.88 -5.97 4.21
H -5.66 -7.64 3.83
H -6.53 -8.02 1.54
H -5.59 -6.74 -0.36
H -3.77 -5.10 0.03
H -1.35 -3.53 5.10
H 0.23 -4.75 6.58
H 1.14 -6.94 5.88
H 0.49 -7.90 3.69
H -1.05 -6.66 2.21
N 2.51 -0.22 -0.95
N 3.58 -0.68 -0.15
C 3.25 -1.25 1.03
N 4.29 -1.45 1.89
N 1.99 -1.59 1.19
N 1.59 -2.01 2.43
O 2.34 -2.64 3.19
O 0.44 -1.74 2.71
H 2.94 0.20 -1.77
H 2.03 0.53 -0.43
H 4.37 -0.05 -0.07
H 4.84 -0.60 2.01
H 3.98 -1.85 2.77
C -6.33 0.34 1.63
C -5.48 0.00 0.45
C -5.48 0.47 -0.84
C -4.40 -0.19 -1.48
N -3.81 -1.02 -0.64
N -4.48 -0.90 0.52
C -3.88 -0.06 -2.87
H -7.01 1.15 1.37
H -5.73 0.65 2.48
H -6.93 -0.52 1.95
H -6.15 1.21 -1.25
H -4.15 -1.42 1.34
H -3.58 0.97 -3.09
H -4.63 -0.35 -3.61
H -3.01 -0.70 -2.99
O 3.33 1.39 1.93
C 2.15 1.81 1.93
O 1.26 1.58 1.06
C 1.73 2.70 3.12
C 0.28 3.19 3.03
Ge -0.09 4.52 1.66
C 0.78 4.16 -0.05
C 2.14 4.39 -0.23
C 2.79 3.91 -1.36
C 2.09 3.21 -2.33
C 0.72 3.01 -2.19
C 0.08 3.49 -1.05
C -2.04 4.57 1.45
C -2.79 5.75 1.48
C -4.17 5.72 1.34
C -4.83 4.50 1.18
C -4.10 3.32 1.16
C -2.72 3.36 1.30
C 0.51 6.29 2.27
C 0.80 6.53 3.61
C 1.20 7.78 4.05
C 1.32 8.83 3.14
C 1.04 8.61 1.80
C 0.64 7.35 1.37
H 2.46 3.51 3.21
H 1.85 2.09 4.02
H -0.07 3.58 3.99
H -0.34 2.33 2.79
H 2.71 4.91 0.53
H 3.86 4.06 -1.47
H 2.60 2.80 -3.19
H 0.18 2.43 -2.92
H -0.98 3.30 -0.94
H -2.29 6.70 1.61
H -4.74 6.64 1.37
H -5.90 4.48 1.07
H -4.59 2.36 1.02
H -2.16 2.43 1.29
H 0.72 5.72 4.33
H 1.43 7.94 5.10
H 1.64 9.81 3.48
H 1.14 9.42 1.09
H 0.44 7.19 0.32
C 6.23 -2.36 -2.63
C 5.63 -1.17 -3.32
C 6.43 -0.07 -3.62
C 5.90 1.06 -4.22
C 4.56 1.09 -4.55
C 3.73 0.01 -4.25
N 2.34 0.15 -4.56
C 1.72 -0.89 -5.27
C 2.32 -1.37 -6.44
C 1.72 -2.37 -7.18
C 0.51 -2.92 -6.77
C -0.07 -2.46 -5.59
C 0.52 -1.46 -4.82
C -0.14 -1.11 -3.48
O 0.12 0.03 -3.00
O -0.86 -1.98 -2.98
C 4.26 -1.14 -3.63
C 3.38 -2.30 -3.26
H 7.32 -2.26 -2.58
H 6.00 -3.29 -3.16
H 5.84 -2.46 -1.62
H 7.49 -0.11 -3.36
H 6.54 1.91 -4.45
H 4.12 1.95 -5.03
H 1.74 0.40 -3.77
H 3.26 -0.94 -6.76
H 2.19 -2.73 -8.09
H 0.03 -3.70 -7.34
H -0.98 -2.91 -5.20
H 3.28 -3.00 -4.09
H 2.38 -1.97 -2.99
H 3.78 -2.83 -2.39
*
```

Below is a single C2H4Cl2O molecule in a non-equilibrium geometry, with properties calculated with ωB97M-V/def2-TZVPD.

For the frontier orbital gap, the calculation gives 10.84 eV. The calculation puts the HOMO energy at -10.33 eV. The SMILES is O[C@H](Cl)CCl. The relative energy (zero: lowest compared OMol25 entry of this formula, charge and spin) is 16.1 kcal per mole. The electronic energy is -1074.19724 Ha. For the largest force on an atom, the calculation gives 4.55 eV/Å.

Geometry as ORCA input:
```
! wB97M-V def2-TZVPD RIJCOSX def2/J DEFGRID3
* xyz 0 1
C 0.77 0.54 0.54
C -0.33 -0.33 -0.41
O -1.50 0.09 -0.07
Cl 2.30 0.54 -0.17
Cl -0.07 -2.11 0.12
H 0.53 1.62 0.63
H 0.61 -0.02 1.43
H 0.00 -0.30 -1.48
H -2.31 -0.03 -0.59
*
```

Below is a 2-piece molecular cluster, H3N2P overall in a non-equilibrium geometry, with properties calculated with ωB97M-V/def2-TZVPD.

For the frontier orbital gap, the calculation gives 9.80 eV. The calculation puts the HOMO energy at -9.48 eV. The relative energy (zero: lowest compared OMol25 entry of this formula, charge and spin) is 56.6 kcal per mole. The electronic energy is -452.56805 Ha. For the largest force on an atom, the calculation gives 6.03 eV/Å.

Geometry as ORCA input:
```
! wB97M-V def2-TZVPD RIJCOSX def2/J DEFGRID3
* xyz 0 1
N -1.12 -0.57 -0.71
N 1.01 0.27 0.38
P -0.50 0.78 -0.33
H -2.52 0.06 -0.88
H 1.18 -0.61 0.93
H 1.57 0.95 0.73
*
```

Below is C3H8K as an isolated structure, with properties calculated with ωB97M-V/def2-TZVPD.

For the frontier orbital gap, the calculation gives 11.28 eV. The calculation puts the HOMO energy at -15.49 eV. The relative energy (zero: lowest compared OMol25 entry of this formula, charge and spin) is 0.0 kcal per mole. The electronic energy is -718.83212 Ha. For the largest force on an atom, the calculation gives 0.57 eV/Å.

Geometry as ORCA input:
```
! wB97M-V def2-TZVPD RIJCOSX def2/J DEFGRID3
* xyz 1 1
C 0.58 -1.06 0.37
C -0.56 1.05 -0.44
C 0.29 -0.16 -0.83
H 1.13 -0.50 1.14
H 1.19 -1.93 0.07
H -0.36 -1.43 0.80
H -0.03 1.65 0.32
H -0.76 1.69 -1.31
H -1.52 0.72 -0.02
H 1.25 0.19 -1.27
H -0.24 -0.74 -1.61
K -0.98 0.53 2.78
*
```

Below is a 2-piece molecular cluster, C12H14NO2 overall in a non-equilibrium geometry, with properties calculated with ωB97M-V/def2-TZVPD.

For the frontier orbital gap (spin up / spin down), the calculation gives 2.42 / 6.26 eV. The calculation puts the HOMO energy (spin up / spin down) at 3.43 / -0.59 eV. The expectation value of S² is 0.77. The relative energy (zero: lowest compared OMol25 entry of this formula, charge and spin) is 8.3 kcal per mole. The electronic energy is -670.83993 Ha. For the largest force on an atom, the calculation gives 1.93 eV/Å.

Geometry as ORCA input:
```
! wB97M-V def2-TZVPD RIJCOSX def2/J DEFGRID3
* xyz -2 2
C 0.75 3.51 -3.12
C 0.69 0.45 -0.97
C 1.07 1.79 -1.18
C 0.55 2.18 -2.45
C -0.11 1.10 -2.96
C 0.93 -0.24 0.21
C 1.69 0.42 1.16
C 2.15 1.74 0.95
C 1.80 2.44 -0.18
N -0.07 0.07 -2.02
H 0.40 -1.17 0.44
H 1.91 -0.07 2.09
H -0.57 -0.80 -2.05
H 2.65 2.22 1.80
H -0.91 1.11 -3.67
H 2.09 3.47 -0.32
H 0.76 3.42 -4.22
H 1.73 3.93 -2.86
H 0.00 4.25 -2.84
C -1.79 -1.55 2.38
C -1.79 -2.03 3.83
C -1.63 -2.72 1.36
O -0.95 -3.70 1.73
O -2.18 -2.51 0.25
H -2.64 -0.96 2.07
H -0.90 -0.94 2.22
H -0.80 -2.44 4.06
H -2.47 -2.86 4.01
H -2.01 -1.23 4.53
*
```